Record 1
Below is 2 unconnected molecules or ions with the total composition C7H14N in a non-equilibrium geometry, with properties calculated with wB97M-V/def2-TZVPD.

Positions of all 22 atoms, in Å:
C 0.1381 1.1466 1.3949
C 0.2759 -0.2044 2.0642
C -0.1041 -0.1261 0.4988
C -1.3724 -0.5904 -0.0071
C 3.3253 0.4359 -1.1908
C 2.3383 0.0563 -0.1528
C 1.0781 -0.3237 -0.3229
N -4.5166 -0.3944 -1.0814
H -0.8401 1.6446 1.4269
H 1.1840 1.6809 1.6701
H -0.6939 -0.4738 2.6087
H 1.1848 -0.6144 2.5357
H -1.5564 -0.1964 -0.9724
H -1.9265 -1.3796 0.4495
H 3.6299 -0.3467 -1.9198
H 3.0206 1.3557 -1.8377
H 4.3078 0.7564 -0.6424
H 2.6489 0.0047 0.8780
H 0.9063 -0.6217 -1.2910
H -4.8048 -1.3885 -1.1266
H -3.5431 -0.3326 -0.8783
H -4.6801 -0.0884 -2.1037

* electronic energy: -8962.5274 eV
* ΔE to the lowest compared entry with this formula, charge and spin: 151.1 kcal per mole
* strongest force on any atom: 4.33 eV/A
* LUMO level: -7.47 eV
* net charge: +1


Record 2
Below is a gas-phase ion, C7H14N (charge +1) in a non-equilibrium geometry, with properties calculated with wB97M-V/def2-TZVPD.

Positions of all 22 atoms, in Å:
C -0.7496 2.7763 0.6223
C -0.8120 1.2901 0.2615
C 0.5228 0.5128 0.3666
C 0.2900 -1.0085 0.4352
C 0.0288 -1.5308 1.6326
C 1.6409 -2.6076 -0.9768
C 0.6718 -1.7262 -0.7884
N -1.1193 1.2844 -1.2589
H 0.2150 3.1701 0.2974
H -1.6246 3.3312 0.2622
H -0.8625 2.9800 1.6906
H -1.8194 0.9647 0.8227
H 1.0390 0.7606 -0.5842
H 0.8497 0.7821 1.3807
H -0.1890 -2.5900 1.7068
H -0.0084 -1.0748 2.6290
H 1.8023 -3.0059 -1.9647
H 2.2935 -3.0385 -0.2320
H 0.0918 -1.3441 -1.6464
H -0.5389 1.9631 -1.7716
H -2.0585 1.5863 -1.4392
H -0.9768 0.3369 -1.6022

* electronic energy: -8967.5118 eV
* ΔE to the lowest compared entry with this formula, charge and spin: 36.1 kcal per mole
* strongest force on any atom: 2.93 eV/A
* LUMO level: -3.40 eV
* SMILES: C=CC(=C)C[C@@H](C)[NH3+]
* net charge: +1


Record 3
Below is 2 unconnected molecules or ions with the total composition C7H14N2, with properties calculated with wB97M-V/def2-TZVPD.

Positions of all 23 atoms, in Å:
C -0.4328 2.0533 2.0999
C -0.3516 2.3928 0.5895
C 0.6342 2.7505 2.9359
H -1.4245 2.3400 2.4544
H -0.4193 0.9699 2.2481
H -1.1757 3.0652 0.3504
H 0.9712 2.2263 3.8368
H -0.5251 1.5100 -0.0347
H 0.5724 2.8838 0.3064
H 1.5512 2.9155 2.3757
H 0.2879 3.7371 3.2552
C -1.0218 -3.2957 -0.5131
C 0.2133 -1.6313 -3.3978
C -0.3018 -2.3903 -1.4518
C 0.8958 -1.7590 -1.3218
N -0.6984 -2.3091 -2.7781
N 1.2380 -1.2874 -2.5595
H 0.2150 -1.3380 -4.4351
H 1.9308 -0.5630 -2.6773
H 1.5051 -1.6111 -0.4438
H -1.8272 -3.8053 -1.0405
H -1.4940 -2.8032 0.3330
H -0.3426 -4.0511 -0.1318

* electronic energy: -10466.0171 eV
* ΔE to the lowest compared entry with this formula, charge and spin: 8.1 kcal per mole
* strongest force on any atom: 0.95 eV/A
* LUMO level: 0.81 eV
* SMILES: Cc1c[nH]cn1.CCC
* net charge: 0


Record 4
Below is a single C7H14N2 molecule in a non-equilibrium geometry, with properties calculated with wB97M-V/def2-TZVPD.

Positions of all 23 atoms, in Å:
N 0.1765 -1.7571 0.7027
N 0.8653 -0.6392 1.2372
C 2.3334 -0.5827 1.2522
C -1.2574 0.5027 -1.6373
C 0.0354 1.3756 -1.2088
C -1.3080 -0.8607 -1.0610
C 0.1160 1.5037 0.2173
C -1.0289 -0.9606 0.4418
C -0.2991 0.2639 1.0090
H -0.1220 -2.3540 1.4732
H 2.6530 -0.4953 0.2300
H 2.7176 0.2328 1.8998
H 2.6777 -1.5068 1.6627
H -1.2194 0.3803 -2.7353
H -2.1586 0.9241 -1.3745
H 1.0622 0.9833 -1.5807
H -0.0622 2.4619 -1.5417
H -2.3267 -1.2198 -1.2459
H -0.7360 -1.4859 -1.7750
H -0.6358 2.2671 0.5129
H 1.0612 1.8939 0.5515
H -1.8222 -1.4138 0.9845
H -0.7220 0.4865 1.9854

* electronic energy: -10462.8000 eV
* ΔE to the lowest compared entry with this formula, charge and spin: 82.3 kcal per mole
* strongest force on any atom: 4.09 eV/A
* LUMO level: 1.03 eV
* SMILES: CN1N[C@@H]2CCCC[C@@H]21
* net charge: 0